[1]
Below is 2 unconnected molecules or ions with the total composition C4H5NO, with properties calculated with ωB97M-V with the def2-TZVPD basis set.

```
11
Properties=species:S:1:pos:R:3:forces:R:3:lowdin_charge:R:1
C -1.9076 -0.0904 -0.9202 0.158 -0.075 0.056 -0.119
N -0.8468 -0.7789 -1.0022 -0.366 0.149 -0.172 0.035
C 0.4041 -0.3787 1.5761 -0.519 -0.222 0.375 -0.253
O -0.5210 -0.8368 2.1291 0.779 0.391 -0.458 0.136
C 1.5641 0.0110 1.1276 -0.027 0.056 -0.073 -0.093
C 2.2053 0.8161 0.2977 -0.091 -0.081 0.093 0.008
H -2.6125 0.0822 -1.7424 0.135 -0.083 0.053 0.064
H 1.6878 1.5242 -0.3518 0.028 -0.100 0.099 0.062
H -2.1589 0.3748 0.0354 0.047 -0.060 -0.067 0.058
H -0.7320 -1.1644 -1.9417 -0.007 0.047 0.064 0.049
H 3.2919 0.8060 0.2207 -0.137 -0.021 0.029 0.053
```
Forces are in eV/Å.

The value obtained for the HOMO energy is -8.64 eV. The SMILES is C=C=C=O.C=N.


[2]
Below is a molecular structure, C4H5NO in a non-equilibrium geometry, with properties calculated with ωB97M-V with the def2-TZVPD basis set.

```
11
Properties=species:S:1:pos:R:3:forces:R:3:lowdin_charge:R:1
O 1.7150 0.7365 -0.4885 0.108 0.031 -0.090 0.062
C 0.5718 0.2718 0.1001 -0.316 0.179 -0.334 -0.556
C 0.2415 -1.2101 0.2512 -0.419 0.004 0.212 0.018
C -1.0290 -0.9794 -0.1134 -0.031 -0.298 0.169 -0.023
C -0.8896 0.5156 -0.1907 0.670 0.084 -0.838 -0.164
N -0.1674 1.0384 1.0485 -0.079 0.047 0.565 0.123
H 2.0283 0.0231 -1.0631 0.008 0.302 0.048 0.112
H 0.7535 -2.0231 0.7566 -0.046 0.032 -0.286 0.099
H -1.8753 -1.6229 -0.3023 -0.140 -0.049 0.393 0.093
H -1.3918 1.2288 -0.8374 0.309 -0.187 0.031 0.130
H 0.0429 2.0214 0.8390 -0.065 -0.146 0.131 0.105
```
Forces are in eV/Å.

The value obtained for the HOMO energy is -8.17 eV.